Molecular formula: C30H25BBrI2N3O7Y
Method: DFT, ωB97M-V with the def2-TZVPD basis set

Calculated values
**E_LUMO**: 1.9 eV
**E_HOMO**: -0.1641 Ha
**ΔE to the lowest compared entry with this formula, charge and spin**: 0.0 kJ/mol
**E_tot**: -5082.2068 a.u.
**HOMO-LUMO gap**: 6.356 eV
**2S+1**: 1
**Total charge**: -1

Last column: Löwdin charge in e.
Cartesian coordinates (Å):
Y: 0.577 0.680 -0.130  1.4024
O: 1.198 4.172 -3.269  0.0459
C: 2.505 4.443 -3.032  -0.2646
C: 3.150 5.338 -3.882  -0.0293
C: 4.481 5.651 -3.675  -0.0985
C: 5.189 5.073 -2.626  -0.0940
C: 4.548 4.196 -1.770  -0.0331
C: 3.202 3.885 -1.951  -0.0822
C: 2.524 2.963 -1.016  -0.4358
O: 1.480 2.287 -1.453  -0.2262
N: 2.985 2.877 0.190  0.0815
N: 2.271 1.959 0.950  -0.1000
C: 2.784 1.744 2.107  -0.1036
C: 2.228 0.922 3.160  -0.1637
C: 2.870 0.986 4.406  -0.0504
C: 2.409 0.307 5.510  -0.1090
C: 1.260 -0.477 5.379  -0.0960
C: 0.618 -0.574 4.165  -0.0238
C: 1.082 0.103 3.021  -0.3676
O: 0.440 -0.066 1.887  -0.2401
H: 0.959 3.434 -2.668  0.0652
H: 2.585 5.763 -4.702  0.1091
H: 4.976 6.339 -4.349  0.0949
H: 6.239 5.291 -2.488  0.0958
H: 5.080 3.704 -0.966  0.0769
H: 3.711 2.267 2.341  0.1295
H: 3.760 1.601 4.483  0.1109
H: 2.926 0.377 6.457  0.0921
H: 0.873 -1.020 6.233  0.0967
H: -0.266 -1.188 4.048  0.1093
Br: -0.227 3.555 2.596  0.8434
C: -0.927 3.745 0.851  -0.7128
C: -1.286 5.003 0.399  -0.0968
C: -1.864 5.098 -0.857  -0.0323
C: -2.111 3.947 -1.582  0.0101
C: -1.711 2.737 -1.043  -0.1856
N: -1.088 2.639 0.140  0.0271
C: -1.965 1.432 -1.799  -0.5969
O: -2.800 1.445 -2.681  0.0704
O: -1.252 0.435 -1.402  -0.1463
H: -1.108 5.868 1.019  0.1002
H: -2.132 6.069 -1.253  0.1139
H: -2.590 3.950 -2.549  0.1245
I: 2.947 -1.064 -1.133  0.9396
I: 5.959 0.404 -0.666  -0.5506
C: -4.704 -6.043 -0.537  -0.0747
C: -3.627 -5.426 0.355  -0.5629
C: -2.962 -6.558 1.151  -0.0507
C: -4.306 -4.451 1.327  -0.0456
C: -2.566 -4.673 -0.448  -0.1665
C: -2.646 -4.513 -1.832  -0.0193
C: -1.694 -3.805 -2.567  0.0341
C: -0.648 -3.264 -1.867  -0.1910
O: 0.416 -2.514 -2.318  0.1372
B: 1.148 -2.211 -1.184  -1.0783
O: 0.568 -2.751 -0.047  0.1198
C: -0.554 -3.415 -0.492  -0.1763
C: -1.488 -4.100 0.239  0.0659
H: -5.419 -6.585 0.084  0.0826
H: -4.277 -6.750 -1.251  0.0862
H: -5.255 -5.280 -1.089  0.0850
H: -3.716 -7.110 1.718  0.0820
H: -2.227 -6.176 1.859  0.0759
H: -2.456 -7.255 0.481  0.0904
H: -5.061 -4.975 1.917  0.0827
H: -4.791 -3.641 0.781  0.0922
H: -3.586 -4.007 2.015  0.0788
H: -3.475 -4.943 -2.374  0.0979
H: -1.783 -3.678 -3.637  0.1252
H: -1.380 -4.176 1.313  0.1292

Molecular formula: C38H52N2O2OsP2
Method: DFT, ωB97M-V with the def2-TZVPD basis set

Calculated values
**E_LUMO (alpha / beta)**: -5.4 / -9.2 eV
**E_HOMO (alpha / beta)**: -0.4046 / -0.4786 Ha
**ΔE to the lowest compared entry with this formula, charge and spin**: 36.5 kJ/mol
**E_tot**: -2511.6832 a.u.
**HOMO-LUMO gap (alpha / beta)**: 5.618 / 3.810 eV
**2S+1**: 5
**Total charge**: +2
**Expectation value of S²**: 6.056

Last column: Löwdin charge in e.
Cartesian coordinates (Å):
Os: 0.307 -2.150 -0.799  1.1185
C: -0.585 -3.675 0.420  -0.3562
C: 0.757 -4.018 0.078  -0.3535
C: 0.785 -2.045 1.309  -0.2957
C: -0.580 -2.460 1.162  -0.3146
C: 1.602 -3.036 0.682  -0.3356
C: -1.779 -4.561 0.303  0.0013
H: -1.611 -5.322 -0.459  0.0889
H: -2.664 -3.975 0.068  0.0801
H: -1.980 -5.083 1.246  0.1168
C: -1.740 -1.918 1.942  -0.0068
H: -2.681 -2.050 1.394  0.0844
H: -1.590 -0.867 2.207  0.0478
H: -1.868 -2.449 2.902  0.1211
C: 1.260 -1.037 2.328  0.0190
H: 1.920 -1.495 3.089  0.1110
H: 0.411 -0.603 2.871  0.0680
H: 1.819 -0.238 1.824  0.0624
C: 3.074 -3.177 0.924  -0.0064
H: 3.260 -3.516 1.959  0.1129
H: 3.572 -2.206 0.822  0.0789
H: 3.508 -3.921 0.256  0.0877
C: 1.189 -5.332 -0.480  -0.0003
H: 1.289 -6.101 0.315  0.1222
H: 2.143 -5.240 -0.984  0.0810
H: 0.450 -5.691 -1.189  0.0825
C: -1.495 0.001 -4.440  -0.1541
C: -1.898 -1.318 -4.548  -0.1961
C: -1.308 -2.269 -5.552  -0.1516
C: 0.230 -2.068 -5.630  -0.1621
C: 0.899 -1.664 -4.352  -0.1194
C: 1.392 -0.401 -4.180  -0.2503
C: 0.901 0.774 -5.018  -0.1476
C: -0.619 0.677 -5.422  -0.1641
H: -1.740 -2.110 -6.556  0.1363
H: 0.434 -1.307 -6.400  0.1076
H: -1.556 -3.297 -5.250  0.1194
H: -0.699 0.167 -6.394  0.1122
H: -2.100 0.667 -3.800  0.1063
H: -2.928 -1.560 -4.256  0.1297
H: -0.964 1.715 -5.528  0.1297
H: 1.068 1.700 -4.442  0.1194
H: 2.409 -0.147 -3.804  0.0746
H: 1.494 0.891 -5.952  0.1373
H: 0.651 -3.017 -5.995  0.1301
H: 1.199 -2.498 -3.705  0.0949
P: -1.385 -0.537 -1.181  0.8830
C: -2.905 0.384 -0.917  -0.1934
C: -1.597 -2.131 -2.120  -0.2924
P: 1.731 -0.326 -1.768  0.8419
C: -0.087 0.485 -1.929  -0.4263
C: 3.119 -1.591 -2.000  -0.2595
C: 2.524 0.875 -0.647  -0.2151
H: -2.715 1.116 -0.115  0.0352
H: -3.704 -0.294 -0.580  0.0628
H: -3.268 0.921 -1.816  0.0723
H: -1.326 -1.982 -3.204  -0.0068
H: -2.657 -2.404 -1.995  0.0969
H: -1.100 -3.096 -1.822  0.0477
H: 3.463 1.235 -1.106  0.0700
H: 2.770 0.434 0.334  0.0331
H: 1.887 1.754 -0.476  0.0305
H: -0.047 1.500 -1.469  0.0263
H: -0.251 0.565 -3.003  -0.0076
H: 3.862 -1.496 -1.200  0.0380
H: 3.591 -1.401 -2.969  0.0484
H: 2.701 -2.611 -1.988  0.0165
O: -0.149 3.027 -0.591  0.0037
C: -0.468 2.803 0.592  -0.5080
N: -0.466 3.801 1.559  0.1871
C: -0.519 3.217 2.866  -0.2824
C: -0.953 1.780 2.491  -0.4070
O: -1.343 0.948 3.333  0.0582
N: -0.856 1.607 1.153  0.1955
C: 0.853 3.129 3.520  -0.1603
C: 0.946 2.461 4.741  -0.0383
C: 2.177 2.326 5.392  -0.0433
C: 3.331 2.874 4.822  -0.0563
C: 3.241 3.540 3.595  -0.0535
C: 2.005 3.665 2.940  -0.0101
C: -1.588 3.905 3.689  -0.0973
C: -1.314 4.573 4.877  0.0272
C: -2.348 5.208 5.572  -0.0096
C: -3.654 5.178 5.079  0.0001
C: -3.920 4.524 3.867  -0.0150
C: -2.880 3.899 3.166  0.0253
H: -0.100 4.708 1.300  0.1735
H: 0.041 2.044 5.179  0.1284
H: 2.228 1.798 6.341  0.1151
H: 4.294 2.795 5.338  0.1186
H: 4.134 3.972 3.138  0.1151
H: 1.958 4.189 1.979  0.1168
H: -0.291 4.595 5.265  0.1311
H: -2.113 5.722 6.498  0.1251
H: -4.468 5.650 5.636  0.1322
H: -4.929 4.492 3.463  0.1207
H: -3.093 3.402 2.208  0.1380

Molecular formula: CH3IO3S
Method: DFT, ωB97M-V with the def2-TZVPD basis set

Calculated values
**E_LUMO**: -1.0 eV
**E_HOMO**: -0.3834 Ha
**ΔE to the lowest compared entry with this formula, charge and spin**: 20.8 kJ/mol
**E_tot**: -961.4547 a.u.
**Structure (SMILES)**: COS(=O)(=O)I
**HOMO-LUMO gap**: 9.461 eV
**2S+1**: 1

Last column: natural (NBO) charge in e.
Cartesian coordinates (Å):
C: 1.192 -0.537 -0.129  -0.2835
O: 0.120 0.022 -0.859  -0.6889
S: -1.003 0.733 -0.014  2.1062
O: -1.581 1.787 -0.757  -0.8665
O: -0.488 1.003 1.438  -0.8912
I: -2.642 -0.991 0.173  -0.0111
H: 1.119 -1.626 -0.136  0.1936
H: 1.162 -0.161 0.894  0.2365
H: 2.122 -0.229 -0.610  0.2048